Record 1
Entry from OMol25: a single C4H10N2O2 molecule (wB97M-V/def2-TZVPD).

Last column: Mulliken charge in e.
Geometry (Å):
1 C 0.91 0.50 1.62  -0.69
2 C -0.32 0.72 -0.48  0.20
3 C -1.65 0.91 0.12  -1.40
4 C 1.25 -0.95 -1.32  -0.86
5 H 0.71 -0.57 1.58  0.33
6 H 0.24 0.95 2.40  0.28
7 H 1.95 0.65 1.93  0.26
8 H -0.19 1.20 -1.46  0.36
9 H -1.73 0.24 0.98  0.41
10 H -2.39 0.60 -0.66  0.38
11 H -1.81 1.92 0.50  0.35
12 H 1.50 -0.45 -2.24  0.31
13 H 1.34 -2.02 -1.55  0.35
14 H 2.02 -0.76 -0.61  0.33
15 N -0.09 -0.71 -0.86  0.42
16 N -0.70 -1.79 -0.38  -0.18
17 O 0.81 1.18 0.37  -0.40
18 O -1.84 -1.62 0.08  -0.44

HOMO-LUMO gap: 9.905 eV
SMILES: CO[C@H](C)N(C)N=O
2S+1: 1
Energy relative to the best compared isomer or geometry (same formula, charge and spin): 467.8 kJ/mol
E_LUMO: 0.82 eV
Calculated total energy: -418.2828 Eh



Record 2
Entry from OMol25: a molecular structure, C3H7N3O2 (wB97M-V/def2-TZVPD).

Last column: Mulliken charge in e.
Geometry (Å):
1 C 2.67 -0.65 0.23  -0.52
2 C -0.58 0.84 0.06  0.42
3 C -2.09 0.85 0.33  -0.18
4 H 2.98 -0.66 1.79  0.25
5 H 2.51 -1.94 -0.32  0.23
6 H 3.58 -0.05 -0.14  0.27
7 H -0.14 -0.75 -0.96  0.39
8 H 0.63 2.11 -0.58  0.32
9 H -2.61 1.78 0.45  0.41
10 H -3.14 -2.00 -0.13  0.35
11 N 0.22 -0.37 0.15  -0.22
12 N -0.34 2.00 -0.14  -0.51
13 N -3.00 -0.06 -0.03  -0.37
14 O 1.60 0.30 -0.52  -0.37
15 O -2.28 -1.41 -0.20  -0.46

HOMO-LUMO gap: 10.166 eV
2S+1: 1
Energy relative to the best compared isomer or geometry (same formula, charge and spin): 1158.6 kJ/mol
E_LUMO: 0.28 eV
Calculated total energy: -432.8815 Eh



Record 3
Entry from OMol25: a single C18H20N2O3 molecule (wB97M-V/def2-TZVPD).

Last column: Mulliken charge in e.
Geometry (Å):
1 C 0.61 3.24 -0.11  -0.63
2 H 1.19 2.62 0.58  0.28
3 O -0.76 3.27 0.24  -0.41
4 C -1.33 2.01 0.47  -0.21
5 C -1.52 1.18 -0.82  -0.80
6 N -2.24 -0.04 -0.55  0.36
7 C -1.74 -1.22 -0.07  0.32
8 N -2.65 -2.14 0.06  -0.82
9 C -3.83 -1.57 -0.35  0.35
10 C -5.11 -2.10 -0.41  -0.66
11 C -6.12 -1.28 -0.86  -0.44
12 C -5.87 0.04 -1.24  -0.62
13 C -4.60 0.59 -1.19  -0.95
14 C -3.58 -0.24 -0.74  1.03
15 H -4.42 1.61 -1.48  0.35
16 H -6.69 0.65 -1.59  0.39
17 H -7.13 -1.66 -0.93  0.38
18 H -5.30 -3.12 -0.12  0.44
19 C -0.33 -1.44 0.36  -0.83
20 O 0.57 -0.85 -0.55  -0.35
21 C 1.89 -0.76 -0.18  0.32
22 C 2.45 -1.35 0.94  -0.55
23 C 3.80 -1.18 1.23  -0.47
24 C 4.60 -0.41 0.40  0.73
25 C 4.04 0.18 -0.74  -0.71
26 C 2.70 0.01 -1.02  -0.28
27 H 2.27 0.46 -1.90  0.48
28 H 4.67 0.77 -1.38  0.42
29 O 5.93 -0.17 0.59  -0.44
30 C 6.56 -0.75 1.71  -0.84
31 H 6.51 -1.85 1.67  0.34
32 H 6.12 -0.40 2.65  0.34
33 H 7.60 -0.44 1.66  0.23
34 H 4.20 -1.65 2.11  0.37
35 H 1.86 -1.96 1.60  0.40
36 H -0.20 -1.00 1.36  0.41
37 H -0.18 -2.52 0.43  0.52
38 H -0.55 0.94 -1.25  0.14
39 H -2.10 1.78 -1.53  0.32
40 H -0.72 1.43 1.18  0.27
41 H -2.30 2.21 0.93  0.28
42 H 0.96 4.27 -0.06  0.29
43 H 0.76 2.87 -1.13  0.25

HOMO-LUMO gap: 8.979 eV
SMILES: COCCn1c(COc2ccc(OC)cc2)nc2ccccc21
2S+1: 1
Energy relative to the best compared isomer or geometry (same formula, charge and spin): 248.3 kJ/mol
E_LUMO: 0.69 eV
Calculated total energy: -1033.1160 Eh



Record 4
Entry from OMol25: a single C5H9N3O3 molecule (wB97M-V/def2-TZVPD).

Last column: Mulliken charge in e.
Geometry (Å):
1 C 0.99 1.54 0.47  -0.60
2 C 0.45 1.52 -0.87  0.09
3 C -0.21 -0.44 1.08  0.30
4 C -0.51 0.70 -2.80  -1.10
5 C 0.22 -1.67 0.28  -0.54
6 N 0.64 0.65 1.35  -0.13
7 N -0.11 0.51 -1.42  -0.37
8 N -1.04 -0.68 2.13  1.00
9 O -1.03 0.18 3.08  -0.77
10 O -1.81 -1.63 2.15  -0.59
11 O 1.02 -2.41 1.09  -0.55
12 H 1.27 2.55 0.77  0.35
13 H 0.65 2.42 -1.41  0.41
14 H -0.81 -0.24 -3.19  0.34
15 H -1.18 1.57 -3.00  0.32
16 H 0.35 1.00 -3.28  0.44
17 H 0.82 -1.38 -0.59  0.31
18 H -0.53 -2.38 0.00  0.31
19 H 0.33 0.99 2.36  0.41
20 H 0.48 -2.82 1.79  0.37

<S²>: 2.027
HOMO-LUMO gap (alpha / beta): 7.809 / 7.671 eV
2S+1: 3
Energy relative to the best compared isomer or geometry (same formula, charge and spin): 122.7 kJ/mol
E_LUMO (alpha / beta): 0.62 / -2.35 eV
Calculated total energy: -585.6517 Eh